Formula: C3H9N3O
Source: the OMol25 dataset
Level of theory: ωB97M-V/def2-TZVPD

```
16
Properties=species:S:1:pos:R:3:forces:R:3:nbo_charge:R:1
C -0.273 0.639 0.080 1.597 -2.376 -0.616 0.45
C 1.379 -1.304 0.022 -0.466 0.083 0.251 -0.26
C -1.375 -0.381 -0.071 -2.441 2.027 0.980 0.12
N 0.009 0.955 1.432 -0.399 0.083 0.002 -0.84
N -0.605 1.796 -0.673 0.224 -0.493 0.250 -0.81
O 0.830 -0.159 -0.580 0.893 1.639 -0.665 -0.61
N -1.706 -1.079 -1.059 0.223 -1.351 0.434 -0.59
H -2.120 -0.171 0.725 -0.095 -0.545 -0.378 0.16
H 0.720 1.667 1.546 0.014 -0.205 0.000 0.38
H -0.806 1.558 -1.636 0.215 0.161 0.089 0.39
H 0.185 0.136 1.997 0.146 0.174 -0.021 0.38
H 0.090 2.526 -0.578 -0.028 -0.070 -0.222 0.37
H -0.940 -1.304 -1.697 0.086 0.800 -0.164 0.35
H 1.823 -1.115 1.007 0.007 0.088 -0.044 0.16
H 2.160 -1.670 -0.642 0.011 0.073 0.009 0.20
H 0.628 -2.096 0.127 0.014 -0.086 0.094 0.16
```
Forces are in eV/Å.

Output
- Energy above the lowest of the compared OMol25 structures with the same formula, charge and spin: 2.1255 eV
- Structure (SMILES): [H]/N=C\C(N)(N)OC
- HOMO level: -9.42 eV
- Kohn-Sham gap: 10.29 eV
- Net charge: 0



Formula: C7H13NOS3
Source: the OMol25 dataset
Level of theory: ωB97M-V/def2-TZVPD

```
25
Properties=species:S:1:pos:R:3:forces:R:3:nbo_charge:R:1
C -1.471 0.088 1.547 -1.130 0.072 -0.565 -0.58
C -2.467 0.540 0.525 -0.298 0.030 0.626 -0.10
C -3.725 0.078 0.459 -0.431 0.642 -1.105 -0.31
C -4.641 0.594 -0.586 -1.208 -0.954 0.444 -0.25
C 2.202 -1.305 0.796 2.381 -0.970 -0.043 -0.59
C 2.501 -0.499 -0.459 0.717 -0.133 -0.274 0.00
C 3.783 0.319 -0.287 1.183 0.637 0.245 0.11
H -0.805 -1.757 0.214 -0.068 -0.015 0.004 0.14
H -1.090 0.952 2.097 0.306 -0.162 -0.133 0.24
H -1.912 -0.605 2.271 -0.011 0.204 -0.125 0.22
H -2.123 1.298 -0.180 -0.066 -0.164 0.059 0.21
H -4.105 -0.671 1.147 0.007 0.090 -0.064 0.22
H -4.207 1.349 -1.264 -0.259 -0.346 0.288 0.20
H 2.064 -0.655 1.667 0.159 -0.321 -0.318 0.23
H 3.012 -2.008 1.021 0.339 0.152 -0.219 0.21
H 1.298 -1.906 0.657 1.698 -0.639 0.022 0.22
H 1.650 0.146 -0.704 0.611 0.191 0.225 0.22
H 2.776 -0.882 -2.344 -0.080 -0.398 0.326 0.48
H 5.840 0.108 -0.294 -0.357 0.013 0.015 0.41
H 4.951 -1.348 -0.638 -0.083 0.082 -0.002 0.41
N 4.955 -0.376 -0.366 -1.096 0.200 -0.056 -0.78
O 2.684 -1.419 -1.537 0.043 0.107 -0.336 -0.72
S -0.092 -0.737 0.715 -4.173 1.778 0.910 -0.01
S -6.230 0.095 -0.762 2.084 0.724 0.169 -0.01
S 3.784 1.960 0.000 -0.269 -0.820 -0.094 -0.17
```
Forces are in eV/Å.

Output
- Energy above the lowest of the compared OMol25 structures with the same formula, charge and spin: 2.2126 eV
- HOMO level: -8.52 eV
- Kohn-Sham gap: 7.90 eV
- Net charge: 0



Formula: C25H50F10N4O6S
Source: the OMol25 dataset
Level of theory: ωB97M-V/def2-TZVPD

```
96
Properties=species:S:1:pos:R:3:forces:R:3:lowdin_charge:R:1
O 1.268 4.924 0.099 -8.912 -3.025 -1.427 0.06
C 0.015 4.447 -0.144 8.331 1.848 0.311 -0.14
O -0.060 3.215 -0.946 -0.140 3.625 1.236 -0.14
C -0.033 3.485 -2.392 -0.420 -1.278 -1.667 -0.53
S -1.848 3.366 -2.970 -0.018 -0.241 0.849 0.73
C 0.763 2.278 -3.233 0.565 0.096 -0.072 -0.17
C 0.375 0.768 -2.726 1.109 -1.621 -0.583 -0.12
C -0.408 -0.155 -3.833 -0.472 0.025 -1.727 -0.06
F -0.288 -1.643 -3.680 -1.519 3.953 0.725 -0.06
C -1.259 0.332 -4.952 0.645 -0.181 0.725 -0.03
F -2.735 0.448 -4.927 4.882 -1.330 -1.180 -0.02
F -0.563 0.797 -6.208 -2.867 -0.044 4.241 -0.03
C -1.246 5.300 0.462 -1.013 2.711 -0.781 -0.08
F -0.831 6.464 1.325 -0.903 -4.277 -3.096 0.03
F -1.955 5.925 -0.711 2.182 -2.086 3.710 0.01
C -2.315 4.429 1.349 -2.720 1.952 0.649 -0.09
F -3.497 4.048 0.525 4.176 0.839 2.746 0.04
F -2.841 5.374 2.404 1.659 -3.372 -3.348 0.03
C -1.677 3.149 2.149 -0.872 -2.723 3.121 -0.11
F -2.684 2.780 3.214 3.593 1.196 -3.810 0.03
F -0.418 3.473 2.909 -4.429 -1.185 -3.368 0.05
F -1.534 1.913 1.305 -0.107 4.716 2.840 0.03
H 0.364 4.547 -2.690 -0.691 -2.093 0.806 0.15
H -2.452 2.502 -2.014 1.289 0.971 -0.955 -0.10
H 0.536 2.397 -4.398 0.242 -0.061 2.712 0.13
H 1.940 2.380 -3.141 -2.489 -0.030 0.036 0.13
H -0.281 0.739 -1.739 1.115 0.170 -2.181 0.13
H 1.387 0.190 -2.468 -2.251 1.312 -0.456 0.13
C -1.319 -1.189 5.236 -0.095 0.126 0.267 -0.07
C -0.930 -2.539 4.637 -0.024 0.306 -0.349 -0.43
C 0.375 -2.496 3.808 -0.155 -0.283 -0.102 -0.19
O 0.236 -1.899 2.516 0.147 0.071 0.678 -0.23
C 0.244 -0.480 2.522 -0.202 -0.128 -0.312 -0.10
N -2.055 -3.051 3.842 0.336 -0.126 -0.285 0.04
H -1.770 -0.514 4.504 0.083 -0.157 0.015 0.06
H -2.058 -1.328 6.033 0.105 -0.024 -0.180 0.08
H -0.450 -0.688 5.674 -0.063 -0.034 -0.045 0.08
H -0.762 -3.226 5.475 0.068 -0.022 -0.165 0.13
H 0.688 -3.531 3.620 -0.064 0.121 -0.111 0.12
H 1.192 -2.024 4.366 -0.059 0.163 -0.014 0.12
H 0.916 -0.074 3.285 -0.069 -0.051 0.040 0.10
H -0.770 -0.101 2.663 0.097 0.144 0.153 0.06
H 0.587 -0.139 1.543 0.055 -0.132 0.027 0.09
H -1.832 -3.997 3.529 -0.128 0.103 0.147 0.07
H -2.086 -2.508 2.973 -0.150 -0.067 0.325 0.06
C -5.826 -1.920 -0.130 -0.287 -0.066 0.128 -0.07
C -4.905 -0.722 -0.347 0.215 -0.391 -0.115 -0.42
C -4.268 -0.675 -1.756 0.272 0.049 0.175 -0.20
O -3.199 -1.604 -1.952 -0.539 0.422 -0.112 -0.20
C -3.619 -2.930 -2.233 0.345 -0.130 0.088 -0.09
N -3.880 -0.710 0.707 0.307 0.118 -0.262 0.05
H -5.278 -2.849 0.053 0.017 0.182 -0.071 0.07
H -6.464 -1.755 0.745 0.164 0.009 -0.124 0.08
H -6.480 -2.075 -0.994 0.072 0.003 0.064 0.08
H -5.520 0.180 -0.237 0.151 0.000 -0.073 0.14
H -3.822 0.318 -1.890 0.079 -0.118 0.017 0.10
H -5.024 -0.783 -2.543 -0.046 -0.147 0.026 0.12
H -4.533 -2.956 -2.833 -0.045 0.082 0.079 0.09
H -3.755 -3.484 -1.302 -0.132 -0.123 -0.134 0.08
H -2.823 -3.426 -2.794 -0.034 0.178 0.077 0.07
H -3.332 0.146 0.621 -0.146 -0.096 0.124 0.05
H -3.209 -1.452 0.486 -0.246 0.144 0.095 0.07
C 6.823 3.134 1.197 0.179 -0.208 0.158 -0.08
C 5.354 3.320 0.823 0.217 0.406 -0.122 -0.43
C 5.130 3.632 -0.675 -0.305 0.157 0.127 -0.20
O 5.454 4.972 -1.054 0.076 -0.620 -0.058 -0.19
C 6.840 5.205 -1.257 -0.186 0.333 0.064 -0.11
N 4.770 4.359 1.682 -0.174 0.096 -0.338 0.04
H 7.362 4.082 1.282 -0.159 -0.083 -0.067 0.06
H 6.906 2.636 2.170 -0.071 0.118 -0.152 0.08
H 7.341 2.512 0.460 -0.031 0.062 0.053 0.08
H 4.845 2.372 1.038 -0.061 0.117 -0.110 0.13
H 4.059 3.519 -0.885 0.097 0.166 0.054 0.11
H 5.648 2.911 -1.319 0.197 0.030 0.031 0.12
H 7.346 4.336 -1.688 -0.022 -0.025 0.095 0.09
H 7.311 5.496 -0.316 0.206 -0.127 -0.066 0.07
H 6.944 6.045 -1.948 -0.117 -0.091 0.011 0.09
H 3.766 4.408 1.502 0.148 -0.033 0.119 0.06
H 5.121 5.262 1.348 -0.059 -0.293 0.181 0.07
C 1.992 -5.675 -0.808 0.275 -0.170 0.016 -0.08
C 0.911 -5.177 0.149 -0.115 0.239 -0.521 -0.43
C -0.507 -5.687 -0.198 -0.063 0.286 0.172 -0.19
O -1.115 -5.030 -1.314 0.191 -0.527 0.286 -0.21
C -0.682 -5.504 -2.580 -0.110 0.360 -0.012 -0.11
N 0.957 -3.709 0.201 -0.443 -0.201 -0.057 0.05
H 1.997 -5.135 -1.759 -0.109 -0.031 0.157 0.06
H 2.984 -5.538 -0.364 -0.193 0.032 -0.043 0.08
H 1.868 -6.741 -1.022 0.015 0.076 -0.007 0.08
H 1.161 -5.563 1.145 -0.157 0.041 -0.029 0.13
H -1.160 -5.474 0.658 0.025 0.090 -0.165 0.12
H -0.523 -6.775 -0.333 0.088 -0.032 -0.158 0.12
H -0.481 -6.580 -2.572 0.060 0.039 0.057 0.09
H 0.203 -4.952 -2.902 0.075 -0.193 -0.108 0.08
H -1.474 -5.305 -3.305 -0.013 -0.026 0.120 0.08
H 0.306 -3.386 0.918 0.331 0.134 -0.007 0.05
H 0.550 -3.361 -0.673 0.208 -0.115 0.189 0.07
```
Forces are in eV/Å.

Output
- Structure (SMILES): O=C(O[C@H](S)CCC(F)=C(F)F)C(F)(F)C(F)(F)C(F)(F)F.COC[C@@H](C)N.COC[C@@H](C)N.COC[C@@H](C)N.COC[C@@H](C)N
- HOMO level: -8.74 eV
- Kohn-Sham gap: 6.82 eV
- Net charge: 0